1.
DFT (ωB97M-V/def2-TZVPD) results for a 7-piece molecular cluster, C19H54O7P overall.

XYZ file:
```
81
C19H54O7P | the OMol25 dataset | ωB97M-V/def2-TZVPD
C 3.56 2.92 -0.74
C 2.84 2.16 -1.89
C 3.00 3.06 -3.14
C 1.37 2.05 -1.47
C 0.45 1.38 -2.51
C 0.43 -0.15 -2.35
C -0.94 1.99 -2.29
O -1.99 1.19 -2.97
P -3.37 1.92 -2.76
H 4.63 3.02 -0.97
H 3.10 3.92 -0.72
H 3.39 2.45 0.24
H 3.34 1.18 -2.01
H 2.33 3.91 -2.98
H 4.02 3.46 -3.19
H 2.79 2.53 -4.08
H 0.99 3.07 -1.29
H 1.33 1.54 -0.50
H 0.73 1.60 -3.54
H 1.41 -0.52 -2.68
H 0.33 -0.46 -1.30
H -0.33 -0.62 -2.98
H -1.16 2.03 -1.21
H -0.95 3.00 -2.74
H -4.38 1.20 -3.44
H -3.75 1.88 -1.40
H -3.31 3.26 -3.18
C 5.91 -0.40 1.42
C 5.53 0.83 2.23
O 4.23 1.29 1.86
H 5.90 -0.17 0.35
H 6.91 -0.75 1.68
H 5.20 -1.21 1.58
H 6.23 1.64 2.04
H 5.54 0.60 3.30
H 3.61 0.57 2.03
C -7.66 4.35 -0.59
C -6.56 3.50 -1.21
O -7.05 2.75 -2.32
H -8.48 3.72 -0.26
H -7.28 4.92 0.26
H -8.07 5.04 -1.33
H -6.17 2.79 -0.48
H -5.73 4.14 -1.56
H -7.39 3.37 -2.97
C -9.28 0.55 -1.44
C -10.40 0.99 -0.51
O -11.07 2.13 -1.03
H -8.57 1.37 -1.58
H -8.75 -0.31 -1.04
H -9.67 0.29 -2.43
H -10.00 1.26 0.46
H -11.12 0.18 -0.37
H -11.44 1.88 -1.89
C 2.46 -3.32 -1.22
C 1.42 -3.84 -2.20
O 1.88 -3.67 -3.54
H 2.67 -2.27 -1.41
H 2.11 -3.44 -0.19
H 3.40 -3.87 -1.33
H 0.49 -3.28 -2.10
H 1.21 -4.89 -2.02
H 2.70 -4.17 -3.63
C 2.40 -6.63 2.91
C 1.72 -5.59 2.04
O 2.07 -5.77 0.67
H 3.49 -6.56 2.81
H 2.14 -6.49 3.96
H 2.11 -7.64 2.61
H 2.03 -4.59 2.33
H 0.63 -5.66 2.14
H 1.79 -6.65 0.41
C 5.86 -0.81 7.38
C 4.83 -1.30 6.38
O 5.30 -1.11 5.04
H 6.09 0.24 7.22
H 5.51 -0.94 8.41
H 6.80 -1.36 7.27
H 3.91 -0.73 6.48
H 4.61 -2.36 6.54
H 6.11 -1.62 4.95
```

The value obtained for the energy above the lowest of the compared OMol25 structures with the same formula, charge and spin is 0.0 kcal per mole. Its LUMO energy is -3.571 eV. The calculation puts the gap between HOMO and LUMO at 8.128 eV. The net charge is +1.



2.
DFT (ωB97M-V/def2-TZVPD) results for a 10-piece molecular cluster, C19H56F6O9P overall.

XYZ file:
```
91
C19H56F6O9P | the OMol25 dataset | ωB97M-V/def2-TZVPD
P 0.14 -0.24 -0.02
F -0.24 0.61 -1.32
F -1.11 0.53 0.70
F -0.84 -1.49 -0.42
F 0.42 -1.09 1.35
F 1.33 -0.98 -0.83
F 1.21 0.83 0.58
C 0.34 2.70 -4.19
C 0.80 4.08 -3.73
O -0.23 4.79 -3.07
H -0.13 2.20 -3.35
H 1.20 2.10 -4.53
H -0.41 2.72 -4.98
H 1.01 4.69 -4.61
H 1.72 4.00 -3.15
H -0.36 4.34 -2.21
C 4.27 0.38 2.82
C 4.25 -0.62 1.68
O 3.15 -1.50 1.84
H 5.10 1.10 2.77
H 4.32 -0.18 3.76
H 3.31 0.90 2.89
H 5.13 -1.26 1.66
H 4.22 -0.09 0.72
H 2.32 -1.00 1.79
O 0.73 -3.94 -0.20
H -0.01 -4.04 0.41
H 0.87 -2.99 -0.20
O 3.13 -3.39 -1.95
H 3.62 -3.46 -2.78
H 2.95 -2.45 -1.85
C -0.78 3.85 1.87
C -1.48 3.84 0.52
C -2.20 5.15 0.26
O -0.53 3.57 -0.51
H -0.18 2.96 2.10
H -1.50 3.96 2.69
H -0.04 4.66 1.95
H -2.24 3.06 0.56
H -1.52 5.97 0.02
H -2.84 5.48 1.08
H -2.77 5.05 -0.67
H -0.17 2.71 -0.28
C -2.30 -4.21 3.74
C -1.19 -3.98 2.71
C 0.21 -4.06 3.31
O -1.30 -4.99 1.69
H -3.28 -4.25 3.24
H -2.38 -3.34 4.39
H -2.12 -5.09 4.36
H -1.37 -3.01 2.26
H 0.22 -3.54 4.27
H 0.90 -3.58 2.62
H 0.50 -5.09 3.51
H -2.23 -5.22 1.59
C -5.52 -1.49 1.22
C -4.06 -1.04 1.28
C -3.56 -0.88 2.69
O -3.32 -2.06 0.62
H -5.79 -1.65 0.18
H -6.23 -0.76 1.62
H -5.53 -2.41 1.81
H -3.94 -0.08 0.76
H -2.53 -0.54 2.76
H -3.65 -1.85 3.19
H -4.22 -0.18 3.22
H -2.47 -1.68 0.32
C 3.24 4.20 0.38
C 4.45 3.36 0.09
C 4.17 2.38 -1.07
O 5.54 4.18 -0.33
H 2.91 4.85 -0.43
H 3.51 4.90 1.18
H 2.41 3.58 0.73
H 4.70 2.76 0.96
H 5.04 1.80 -1.38
H 3.82 2.92 -1.96
H 3.41 1.63 -0.82
H 5.37 4.50 -1.22
C -0.40 -2.26 -3.92
C -1.40 -3.22 -3.34
C -2.78 -2.58 -3.20
O -1.52 -4.42 -4.11
H -0.13 -1.47 -3.21
H -0.63 -1.76 -4.86
H 0.60 -2.70 -4.02
H -1.14 -3.48 -2.32
H -3.49 -3.20 -2.64
H -3.29 -2.36 -4.15
H -2.79 -1.64 -2.63
H -2.45 -4.57 -4.27
```

The value obtained for the energy above the lowest of the compared OMol25 structures with the same formula, charge and spin is 2.1 kcal per mole. Its LUMO energy is 2.639 eV. The calculation puts the gap between HOMO and LUMO at 9.949 eV. The net charge is -1.



3.
DFT (ωB97M-V/def2-TZVPD) results for a 9-piece molecular cluster, C19H56O9 overall.

XYZ file:
```
84
C19H56O9 | the OMol25 dataset | ωB97M-V/def2-TZVPD
C -9.25 -24.51 -11.30
C -10.01 -23.52 -12.16
C -9.65 -22.10 -11.93
O -9.85 -23.86 -13.55
H -9.43 -24.38 -10.23
H -8.17 -24.43 -11.38
H -9.48 -25.55 -11.54
H -11.07 -23.59 -11.95
H -10.13 -21.46 -12.67
H -8.58 -21.89 -11.96
H -9.95 -21.76 -10.94
H -10.56 -23.42 -14.03
C -6.86 -15.19 -12.86
C -6.90 -16.69 -13.21
C -7.58 -17.59 -12.24
O -7.61 -16.77 -14.39
H -6.28 -15.15 -11.94
H -7.82 -14.70 -12.65
H -6.21 -14.62 -13.52
H -5.89 -17.06 -13.39
H -7.29 -17.45 -11.20
H -7.51 -18.63 -12.57
H -8.65 -17.38 -12.26
H -7.84 -15.88 -14.65
C -9.50 -24.05 -6.79
C -8.26 -23.30 -7.15
C -7.05 -24.23 -7.50
O -8.57 -22.44 -8.20
H -10.20 -23.38 -6.30
H -9.29 -24.86 -6.09
H -10.00 -24.46 -7.67
H -8.03 -22.73 -6.25
H -7.33 -24.68 -8.45
H -6.88 -25.02 -6.77
H -6.11 -23.69 -7.61
H -9.27 -21.87 -7.88
C -2.61 -19.25 -9.03
C -1.82 -20.46 -9.49
C -2.69 -21.65 -9.92
O -1.04 -20.11 -10.60
H -2.92 -19.34 -7.99
H -3.52 -19.02 -9.58
H -1.99 -18.36 -8.93
H -1.10 -20.67 -8.70
H -2.14 -22.49 -10.33
H -3.35 -21.39 -10.74
H -3.25 -21.99 -9.05
H -0.76 -20.94 -11.00
C -3.80 -21.12 -5.32
C -5.29 -20.74 -5.37
C -5.75 -19.94 -4.17
O -5.41 -19.88 -6.49
H -3.32 -21.39 -6.26
H -3.67 -21.97 -4.65
H -3.24 -20.32 -4.84
H -5.93 -21.60 -5.58
H -5.85 -20.60 -3.31
H -6.71 -19.44 -4.32
H -5.09 -19.12 -3.91
H -5.53 -20.38 -7.30
C -3.97 -19.47 -13.24
O -4.81 -20.55 -13.49
H -3.90 -18.80 -14.10
H -4.29 -18.90 -12.37
H -2.94 -19.80 -13.11
H -5.62 -20.32 -13.95
C -6.36 -20.71 -10.31
O -6.41 -21.02 -8.97
H -5.63 -19.93 -10.49
H -6.06 -21.59 -10.89
H -7.33 -20.31 -10.60
H -7.16 -21.57 -8.74
C -9.60 -19.52 -7.15
O -10.39 -20.67 -7.33
H -9.96 -18.72 -7.80
H -9.60 -19.08 -6.15
H -8.60 -19.71 -7.53
H -11.26 -20.48 -6.97
C -4.83 -24.25 -10.94
O -4.45 -25.20 -11.95
H -5.43 -24.73 -10.17
H -3.96 -23.80 -10.47
H -5.40 -23.43 -11.39
H -4.17 -24.68 -12.70
```

The value obtained for the energy above the lowest of the compared OMol25 structures with the same formula, charge and spin is 88.0 kcal per mole. Its LUMO energy is 0.303 eV. The calculation puts the gap between HOMO and LUMO at 9.899 eV. The structure (SMILES) is CC(C)O.CC(C)O.CC(C)O.CC(C)O.CC(C)O.CO.CO.CO.CO.



4.
DFT (ωB97M-V/def2-TZVPD) results for a 9-piece molecular cluster, C19H57NO8PS8 overall.

XYZ file:
```
94
C19H57NO8PS8 | the OMol25 dataset | ωB97M-V/def2-TZVPD
C 3.01 0.59 -0.11
C 3.13 -0.54 -1.05
C 2.12 -0.65 -2.11
N 4.10 -1.42 -0.93
P 4.22 -2.47 0.24
H 2.49 1.43 -0.55
H 2.42 0.26 0.74
H 3.99 0.90 0.23
H 2.01 -1.70 -2.36
H 2.46 -0.11 -3.00
H 1.16 -0.28 -1.75
H 3.26 -2.31 1.23
H 4.08 -3.76 -0.23
H 5.46 -2.41 0.88
C -2.47 2.03 -2.82
S -0.72 2.26 -2.58
O -0.30 1.38 -1.45
C -0.84 3.93 -1.95
H -2.63 1.01 -3.18
H -2.98 2.17 -1.87
H -2.83 2.74 -3.56
H -1.47 3.94 -1.06
H -1.25 4.58 -2.73
H 0.17 4.27 -1.69
C 0.94 -6.49 -2.52
S 1.87 -5.22 -1.69
O 1.19 -3.91 -1.95
C 3.30 -5.29 -2.78
H -0.02 -6.59 -2.02
H 0.79 -6.21 -3.56
H 1.49 -7.43 -2.45
H 2.98 -5.09 -3.80
H 3.75 -6.28 -2.69
H 4.01 -4.53 -2.46
C -1.85 0.78 1.86
S -3.01 2.12 2.13
O -2.85 3.06 0.99
C -2.19 2.83 3.54
H -2.16 0.23 0.98
H -0.85 1.20 1.69
H -1.85 0.12 2.73
H -1.17 3.10 3.26
H -2.18 2.12 4.37
H -2.74 3.71 3.84
C -1.34 0.25 7.58
S -2.52 1.58 7.77
O -2.37 2.48 6.59
C -1.68 2.39 9.14
H -1.66 -0.36 6.73
H -0.35 0.66 7.38
H -1.33 -0.36 8.48
H -0.67 2.65 8.84
H -1.66 1.71 10.00
H -2.24 3.28 9.39
C 2.60 -6.90 1.58
S 3.23 -5.77 2.82
O 4.24 -4.90 2.12
C 4.15 -6.98 3.76
H 2.07 -6.29 0.85
H 3.42 -7.41 1.08
H 1.94 -7.61 2.06
H 4.87 -7.47 3.12
H 3.44 -7.70 4.18
H 4.66 -6.46 4.57
C 5.29 -10.30 -3.19
S 5.76 -9.19 -1.86
O 4.53 -8.46 -1.45
C 6.72 -8.06 -2.88
H 4.64 -11.06 -2.77
H 4.75 -9.74 -3.96
H 6.18 -10.76 -3.60
H 6.09 -7.66 -3.67
H 7.57 -8.59 -3.30
H 7.07 -7.26 -2.24
C -3.76 6.13 0.73
S -4.04 6.89 -0.86
O -3.01 7.95 -1.03
C -5.58 7.72 -0.43
H -2.82 5.59 0.69
H -3.71 6.90 1.50
H -4.57 5.43 0.95
H -5.41 8.38 0.41
H -6.33 6.97 -0.19
H -5.90 8.29 -1.30
C -5.36 8.42 -4.72
S -5.91 9.82 -3.74
O -7.12 9.37 -3.00
C -6.46 10.82 -5.11
H -5.01 7.65 -4.04
H -6.19 8.05 -5.31
H -4.54 8.74 -5.37
H -7.22 10.28 -5.68
H -5.61 11.07 -5.75
H -6.89 11.74 -4.70
```

Its LUMO energy is -2.914 eV. The calculation puts the gap between HOMO and LUMO at 6.756 eV. The net charge is +1.



5.
DFT (ωB97M-V/def2-TZVPD) results for a 11-piece molecular cluster, C19H58BrN20O11 overall.

XYZ file:
```
109
C19H58BrN20O11 | the OMol25 dataset | ωB97M-V/def2-TZVPD
C -0.06 5.11 1.58
C -0.85 5.16 0.14
O -0.98 3.85 -0.53
C -1.83 2.92 0.23
C -1.13 1.41 0.42
C 0.21 1.22 -0.56
C 1.52 1.95 0.16
C 2.94 1.16 -0.08
C 3.95 2.00 -1.11
C 3.16 2.20 -2.57
Br 4.36 3.83 -0.30
H 0.73 4.24 1.65
H 0.40 6.18 1.82
H -0.85 4.91 2.45
H -1.89 5.73 0.20
H -0.17 5.83 -0.58
H -2.13 3.27 1.30
H -2.85 2.73 -0.36
H -0.82 1.26 1.55
H -1.91 0.57 0.18
H 0.01 1.68 -1.64
H 0.50 0.09 -0.71
H 1.52 3.06 -0.26
H 1.21 2.05 1.31
H 3.43 0.98 0.99
H 2.68 0.11 -0.55
H 2.62 3.26 -2.63
H 3.97 2.07 -3.42
H 2.37 1.33 -2.66
C 4.79 -1.83 -2.85
O 3.87 -2.01 -2.07
N 5.42 -0.65 -2.99
N 5.27 -2.81 -3.64
H 6.18 -0.49 -3.62
H 5.09 0.11 -2.41
H 4.83 -3.72 -3.57
H 6.03 -2.68 -4.29
C 1.58 -3.97 -5.08
O 2.30 -4.93 -4.87
N 1.88 -2.73 -4.65
N 0.42 -4.07 -5.76
H 1.30 -1.93 -4.82
H 2.74 -2.62 -4.14
H 0.16 -4.98 -6.10
H -0.19 -3.28 -5.94
C -4.72 7.43 0.66
O -4.20 7.16 1.73
N -5.14 6.48 -0.20
N -4.94 8.69 0.24
H -5.58 6.68 -1.09
H -5.00 5.51 0.07
H -4.64 9.43 0.86
H -5.37 8.93 -0.63
C 3.83 -3.69 -8.60
O 4.01 -2.59 -8.11
N 4.40 -4.07 -9.76
N 3.04 -4.62 -8.04
H 4.26 -4.97 -10.19
H 5.00 -3.40 -10.22
H 2.59 -4.37 -7.16
H 2.87 -5.53 -8.43
C -2.74 -1.31 2.52
O -2.00 -0.35 2.63
N -3.80 -1.51 3.33
N -2.58 -2.24 1.57
H -4.42 -2.29 3.25
H -3.96 -0.83 4.06
H -1.80 -2.13 0.94
H -3.19 -3.04 1.46
C -3.24 -5.08 4.63
O -4.39 -4.68 4.68
N -2.90 -6.37 4.77
N -2.19 -4.25 4.42
H -1.95 -6.71 4.73
H -3.65 -7.03 4.93
H -2.40 -3.27 4.31
H -1.24 -4.55 4.37
C -5.78 -0.75 -0.47
O -6.82 -1.32 -0.18
N -5.54 -0.27 -1.70
N -4.79 -0.56 0.41
H -4.69 0.20 -1.96
H -6.26 -0.40 -2.40
H -4.93 -0.90 1.35
H -3.93 -0.09 0.19
C -1.61 0.49 6.25
O -2.77 0.84 6.32
N -1.08 -0.06 5.14
N -0.74 0.62 7.27
H -0.13 -0.36 5.06
H -1.70 -0.18 4.35
H -1.10 1.02 8.13
H 0.22 0.33 7.23
C 5.42 5.53 3.93
O 5.95 5.27 5.00
N 5.00 4.58 3.07
N 5.21 6.79 3.52
H 4.57 4.78 2.19
H 5.14 3.62 3.34
H 5.51 7.54 4.13
H 4.78 7.03 2.64
C -0.63 -6.12 1.49
O -0.44 -5.02 1.98
N -0.06 -6.50 0.33
N -1.42 -7.05 2.05
H -0.20 -7.41 -0.09
H 0.54 -5.83 -0.13
H -1.87 -6.81 2.93
H -1.58 -7.97 1.66
```

Its LUMO energy is 1.644 eV. The calculation puts the gap between HOMO and LUMO at 4.098 eV. The net charge is -1.



| no. | F_max (eV Å⁻¹) | highest occupied orbital energy (eV) |
| --- | --- | --- |
| 1 | 1.58 | -11.70 |
| 2 | 2.24 | -7.31 |
| 3 | 2.65 | -9.60 |
| 4 | 1.45 | -9.67 |
| 5 | 3.10 | -2.45 |